(1)
# C15H41AsMoN4OS2

A structure of composition C15H41AsMoN4OS2 (wB97M-V/def2-TZVPD, the OMol25 dataset).

Geometry as XYZ:
```
65
Properties=species:S:1:pos:R:3
Mo -0.01137 0.58332 0.21887
N 1.85246 1.37772 1.19510
C 1.66827 2.71171 1.82233
C 0.89056 3.55672 0.83335
N -0.23608 2.78086 0.18702
C -1.52665 3.04723 0.91373
C -1.51381 2.39291 2.28432
N -1.05081 0.95542 2.16644
C -0.35210 3.20401 -1.25025
C 0.74356 2.54035 -2.06136
N 0.68348 1.05659 -1.83340
H 2.20244 0.70550 1.87857
H 2.59902 1.44333 0.50169
H 2.62506 3.18325 2.05001
H 1.15390 2.57712 2.77056
H 1.56329 3.89007 0.04463
H 0.49274 4.45791 1.30249
H -2.32930 2.63404 0.30415
H -1.68621 4.12495 0.99318
H -2.50748 2.43191 2.72882
H -0.85185 2.91412 2.97055
H -1.86046 0.34276 2.23587
H -0.49662 0.72270 2.99119
H -0.29190 4.29173 -1.32728
H -1.33134 2.89429 -1.61844
H 1.73351 2.88905 -1.76837
H 0.62696 2.76764 -3.12083
H 1.57596 0.64082 -2.10734
H 0.00787 0.65669 -2.48686
C -5.23936 0.70514 -1.05271
As -4.10364 -0.66706 -0.34411
C -4.29585 -2.31113 -1.30865
C -4.37612 -0.90118 1.54367
S -1.99478 -0.02163 -0.85202
H -6.26685 0.34241 -0.96446
H -5.00361 0.87555 -2.10200
H -5.13048 1.61967 -0.47254
H -5.34169 -2.61415 -1.21464
H -3.65305 -3.07502 -0.87607
H -4.05590 -2.14493 -2.35779
H -5.39245 -1.28186 1.67424
H -4.30542 0.05706 2.05722
H -3.66989 -1.62503 1.94621
C 3.57648 -0.81518 -3.01301
C 3.95711 -2.03807 -2.18910
C 3.40888 -2.01011 -0.76205
S 1.59127 -2.09191 -0.80501
O 1.12018 -0.99594 0.29515
C 1.17537 -3.66933 -0.01819
C 1.34253 -3.77535 1.49339
C 2.76568 -3.71922 2.03365
H 4.07009 -0.83687 -3.98297
H 3.88291 0.11180 -2.51704
H 2.50161 -0.79648 -3.22972
H 5.04243 -2.10320 -2.08872
H 3.65431 -2.95702 -2.69657
H 3.63460 -1.06611 -0.26001
H 3.77006 -2.83125 -0.14774
H 1.81493 -4.36852 -0.57191
H 0.14823 -3.85979 -0.33213
H 0.89662 -4.74100 1.74494
H 0.71240 -3.02408 1.97758
H 3.42352 -4.41299 1.50773
H 2.77018 -4.01498 3.08121
H 3.19662 -2.71693 1.98544
```

total charge	+4
<S²>	2.02
E_LUMO (alpha / beta)	-14.14 / -13.76	eV
frontier orbital gap (alpha / beta)	7.25 / 8.06	eV
spin multiplicity	3

Löwdin population analysis, charges in e, atoms 1 to 6: 1.404 -0.053 -0.155 -0.110 -0.277 -0.161



(2)
# C15H41BBrO12P4

A cluster of 3 separate species, C15H41BBrO12P4 in total in a non-equilibrium geometry (wB97M-V/def2-TZVPD, the OMol25 dataset).

Geometry as XYZ:
```
74
Properties=species:S:1:pos:R:3
C 4.29842 7.05365 1.50387
C 3.22329 7.89921 0.84575
O 3.16120 9.16785 1.57515
C 3.50312 8.23666 -0.61245
B 4.15048 7.05350 -1.55581
P 3.34051 5.28303 -1.38058
O 1.80242 5.47432 -0.71538
O 3.03227 4.82807 -2.94939
P 6.10864 7.03652 -1.36414
O 6.52231 5.53510 -0.76577
Br 6.93554 6.95571 -3.48936
H 5.28200 7.50519 1.34149
H 4.32265 6.02438 1.14238
H 4.13641 7.00963 2.58731
H 2.23919 7.44981 0.98076
H 3.59945 9.04545 2.42142
H 4.16494 9.10900 -0.62690
H 2.57421 8.56180 -1.09006
H 3.96661 7.38962 -2.72199
H 1.17325 5.85972 -1.33967
H 2.82343 5.60971 -3.48019
H 6.91574 5.64445 0.10417
O 1.10939 0.49400 3.19091
P 0.50307 0.33341 1.86268
O 0.22455 1.75216 1.19266
C 1.34904 2.60218 0.83611
C 2.20312 2.02200 -0.26652
O -1.02065 -0.14713 2.18650
C -1.50229 -0.28722 3.51403
C -2.09138 1.01015 4.03091
O 0.70463 -0.59491 0.60259
C -0.28654 -1.43092 -0.00966
C -1.35029 -0.65745 -0.75350
H 1.94960 2.78839 1.72939
H 0.92635 3.55023 0.51735
H 2.69548 1.09914 0.05710
H 2.97790 2.73681 -0.55830
H 1.59874 1.78059 -1.14218
H -0.71929 -0.65733 4.17509
H -2.27978 -1.05616 3.48115
H -1.41191 1.84572 3.86537
H -2.30861 0.93761 5.09796
H -3.01856 1.24296 3.50360
H -0.70985 -2.11412 0.72498
H 0.25510 -2.04987 -0.72575
H -1.82929 0.09373 -0.12933
H -2.11510 -1.34910 -1.11208
H -0.91732 -0.13607 -1.60798
O -2.57070 -4.60270 -2.16127
P -3.25327 -5.69400 -1.45787
O -2.74835 -5.75070 0.06978
C -3.04338 -4.64634 0.93685
C -4.52537 -4.49357 1.22121
O -2.58119 -7.04234 -2.04305
C -1.54130 -7.01211 -3.01942
C -0.17440 -6.93656 -2.37174
O -4.71450 -6.27039 -1.32036
C -5.12577 -7.62646 -1.56012
C -4.64134 -8.58838 -0.50067
H -2.64251 -3.72893 0.49747
H -2.50838 -4.83011 1.86717
H -5.08239 -4.23814 0.31780
H -4.68808 -3.69978 1.95077
H -4.94169 -5.42352 1.60960
H -1.69376 -6.19453 -3.72211
H -1.62881 -7.93977 -3.58886
H -0.13291 -6.14645 -1.62228
H 0.59613 -6.75149 -3.12073
H 0.05654 -7.87326 -1.86122
H -4.83889 -7.93838 -2.56207
H -6.21579 -7.60118 -1.54692
H -3.56394 -8.54240 -0.36060
H -4.90658 -9.60677 -0.78762
H -5.10157 -8.36292 0.46253
```

total charge	-1
E_LUMO	1.77	eV
frontier orbital gap	5.74	eV
spin multiplicity	1

Löwdin population analysis, charges in e, atoms 1 to 6: -0.081 -0.449 -0.088 -0.228 -0.917 0.798



(3)
# C15H41Mn2NO19S5

A structure of composition C15H41Mn2NO19S5 in a non-equilibrium geometry (wB97M-V/def2-TZVPD, the OMol25 dataset).

Geometry as XYZ:
```
83
Properties=species:S:1:pos:R:3
Mn 4.32915 0.13961 1.91925
Mn 2.78831 3.33882 1.80812
N 1.21795 0.48629 1.43527
O 2.27522 -0.15060 1.42072
O 1.30944 1.70226 1.32654
O 0.14894 -0.10197 1.49899
O 3.88181 1.92381 2.67661
H 4.10134 2.24533 3.57269
O -2.32008 2.47439 -1.05303
S -2.58309 3.75378 -0.42774
O -2.55863 4.91983 -1.28864
O -3.95136 3.69300 0.40447
C -4.45937 4.84321 0.91938
C -5.75863 4.52503 1.61399
C -1.40373 4.05912 1.00014
H -4.64047 5.57204 0.12938
H -3.80655 5.33343 1.64161
H -6.23418 5.46914 1.87971
H -5.68322 3.83371 2.45333
H -6.37720 3.99308 0.89115
H -1.29617 5.13956 1.09601
H -0.47038 3.57784 0.70803
H -1.75217 3.59721 1.92389
O -5.87183 -0.92101 -0.07240
S -4.44046 -1.09657 0.18508
O -3.87439 -2.15839 0.98691
O -3.67018 -0.94765 -1.29011
C -2.26411 -1.21495 -1.30506
C -1.79222 -0.86825 -2.69645
C -3.81707 0.55596 0.79497
H -2.03485 -2.25117 -1.05649
H -1.65651 -0.58255 -0.65777
H -2.49693 -1.28760 -3.41452
H -0.82786 -1.30965 -2.94801
H -1.71851 0.19452 -2.92707
H -4.06279 1.18987 -0.05703
H -2.73629 0.50724 0.92781
H -4.34790 0.77967 1.72031
O 1.87465 -1.87446 -5.88449
S 1.71569 -0.41642 -5.88189
O 0.55542 0.23913 -6.55319
O 1.73979 0.18648 -4.34138
C 2.58248 -0.40178 -3.35594
C 2.06507 0.07607 -2.02323
C 3.21981 0.35558 -6.56051
H 3.62843 -0.13742 -3.51155
H 2.43324 -1.47746 -3.44943
H 0.98344 0.03991 -1.89335
H 2.29283 1.11633 -1.79067
H 2.56758 -0.42510 -1.19594
H 3.11527 1.44027 -6.53596
H 3.26161 0.12835 -7.62574
H 4.07870 0.02957 -5.97388
O 4.73102 -1.67339 0.86659
S 4.88737 -2.59645 -0.29566
O 5.48022 -3.87306 -0.05559
O 3.37618 -2.79741 -1.08867
C 3.24864 -4.11674 -1.70131
C 1.88967 -4.14284 -2.42360
C 5.68590 -1.72988 -1.67952
H 3.20792 -4.78867 -0.84402
H 4.05818 -4.43532 -2.35801
H 1.71792 -5.11106 -2.89388
H 1.82049 -3.35717 -3.17596
H 1.07051 -4.07047 -1.70818
H 5.63654 -2.27364 -2.62292
H 6.73679 -1.68973 -1.39297
H 5.21814 -0.74832 -1.75580
O 0.39143 -3.14308 4.37407
S -0.94862 -2.88624 4.91976
O -1.69796 -3.89205 5.66865
O -0.87116 -1.52548 5.92385
C -0.15893 -0.38072 5.47703
C -0.96627 0.91574 5.78762
C -2.13605 -2.15709 3.60600
H 0.15645 -0.47593 4.43801
H 0.79070 -0.53021 5.99079
H -1.90033 0.89559 5.22618
H -0.35228 1.78191 5.54092
H -1.28871 0.95318 6.82817
H -1.63318 -1.31607 3.12862
H -2.97885 -1.73546 4.15375
H -2.43076 -2.93642 2.90323
```

total charge	+2
<S²>	30.01
energy relative to the best compared isomer or geometry (same formula, charge and spin)	230.0	kcal per mole
E_LUMO (alpha / beta)	-10.33 / -10.48	eV
frontier orbital gap (alpha / beta)	3.94 / 3.79	eV
spin multiplicity	11

Löwdin population analysis, charges in e, atoms 1 to 6: 1.242 1.424 -0.530 -0.096 -0.091 0.154



(4)
# C15H42ClN3O3

A cluster of 4 separate species, C15H42ClN3O3 in total in a non-equilibrium geometry (wB97M-V/def2-TZVPD, the OMol25 dataset).

Geometry as XYZ:
```
64
Properties=species:S:1:pos:R:3
Cl 0.55520 0.45435 -0.15454
C 1.05429 -2.99863 1.21176
N -0.32406 -3.02523 1.95896
C -0.20098 -3.91705 3.20817
C -0.66909 -1.69224 2.40489
C -1.36511 -3.55510 0.91415
C -1.81198 -4.96393 1.05492
O -2.60869 -5.14179 2.18670
H 1.17457 -4.03082 0.80577
H 1.81469 -2.67548 1.93171
H 1.01871 -2.18288 0.38624
H -1.08590 -3.79959 3.77445
H 0.61310 -3.44751 3.79142
H 0.14981 -4.88506 2.95055
H -0.67015 -1.00276 1.53192
H 0.04551 -1.30079 3.15109
H -1.65706 -1.82883 2.91347
H -0.93381 -3.33234 -0.06303
H -2.14905 -2.79277 0.96275
H -0.93982 -5.57269 1.07108
H -2.50686 -5.06875 0.24479
H -2.77378 -6.08898 2.23358
C 1.07947 3.56000 1.44634
N 2.48066 3.41335 2.10144
C 3.40035 2.87167 1.04322
C 3.01183 4.74315 2.60258
C 2.46316 2.48644 3.35208
C 1.57118 1.31643 3.36897
O 1.94061 0.31268 2.50257
H 1.17156 4.42164 0.82138
H 0.34600 3.70855 2.25180
H 0.74844 2.70257 0.91623
H 3.45615 3.64009 0.29291
H 2.97439 1.96805 0.60508
H 4.40211 2.83101 1.44030
H 3.12550 5.47384 1.78609
H 3.98481 4.70117 3.07099
H 2.20120 5.12025 3.26149
H 2.14626 3.06886 4.17774
H 3.52241 2.19382 3.60656
H 0.51297 1.62339 3.18042
H 1.51743 0.93596 4.34020
H 1.47422 0.29453 1.67779
C -1.30885 -0.82462 -3.42002
N -1.29112 0.65116 -3.70565
C -2.10274 1.35390 -2.60657
C 0.19930 1.12803 -3.53738
C -1.65524 1.08539 -5.14541
C -2.67217 0.24065 -5.84377
O -3.85129 0.29240 -5.11313
H -2.39942 -1.13991 -3.45116
H -0.87128 -0.87017 -2.46388
H -0.73837 -1.40706 -4.21064
H -3.08351 0.92133 -2.70318
H -2.20990 2.45580 -2.83733
H -1.54917 1.19717 -1.69313
H 0.45541 0.92510 -2.53937
H 0.40880 2.20169 -3.71988
H 0.74238 0.57482 -4.29637
H -0.73978 1.10901 -5.74382
H -2.00602 2.08187 -5.13803
H -2.25197 -0.74464 -6.01698
H -2.84902 0.64026 -6.89037
H -4.48629 -0.41074 -5.24087
```

total charge	+2
E_LUMO	-4.07	eV
frontier orbital gap	10.35	eV
spin multiplicity	1

Löwdin population analysis, charges in e, atoms 1 to 6: 0.013 0.023 -0.335 0.034 -0.066 -0.084



(5)
# C15H42F9O18Pt2S3

A structure of composition C15H42F9O18Pt2S3 in a non-equilibrium geometry (wB97M-V/def2-TZVPD, the OMol25 dataset).

Geometry as XYZ:
```
89
Properties=species:S:1:pos:R:3
Pt -1.62041 4.36545 0.38411
Pt -4.12808 -0.02103 -1.52844
C -0.37362 0.15117 1.31976
F -1.57510 -0.27136 1.88452
F 0.39422 0.87851 2.11649
F 0.34073 -0.92551 0.97047
S -0.75819 1.00225 -0.41211
O -0.83712 2.44858 -0.12158
O 0.24289 0.61095 -1.43838
O -2.05150 0.37739 -0.76257
C -5.60748 2.62333 2.21010
F -5.63492 3.79759 2.74145
F -4.97467 1.73545 2.99150
F -6.88953 2.22627 2.12194
S -4.93696 2.77415 0.41339
O -3.58494 3.25423 0.52739
O -4.87042 1.41251 -0.16106
O -5.86932 3.60881 -0.34405
C -2.24633 3.45152 -4.35469
F -2.79110 2.67104 -5.31218
F -1.00126 3.09656 -4.10848
F -2.05252 4.69607 -4.68552
S -3.22770 3.28504 -2.73940
O -3.41257 1.81454 -2.52257
O -2.40457 3.93489 -1.67052
O -4.55475 3.89892 -2.83583
O -3.88996 -1.42058 0.08058
H -3.11410 -1.78687 0.50496
H -4.56611 -1.44102 0.75781
O -2.73724 -1.11041 -2.83334
H -3.13245 -1.70793 -3.46817
H -1.83601 -1.00007 -3.13640
O 0.59210 4.49867 1.46313
H 0.98149 5.37302 1.47414
H 1.34038 3.90236 1.49006
O 1.73123 2.15105 -3.17332
H 1.11646 1.44357 -2.97897
H 1.17531 2.90790 -3.35870
O -0.22458 -3.10711 -0.99777
H 0.10827 -2.21278 -0.92283
H 0.53838 -3.66160 -0.83448
C 0.35494 -2.56653 -4.28982
C 0.62980 -1.14641 -4.73111
C 1.53377 -0.99859 -5.95060
O -0.63730 -0.57267 -4.95791
H 1.18211 -2.98263 -3.71471
H -0.00592 -3.13994 -5.14369
H -0.51957 -2.58109 -3.63935
H 1.16048 -0.74422 -3.86814
H 2.51913 -1.43638 -5.79093
H 1.59378 0.01585 -6.34481
H 1.07769 -1.61985 -6.72140
H -0.49576 0.33757 -5.22816
C -2.82923 -1.08954 4.55647
C -2.07457 -2.40387 4.65014
C -0.62817 -2.33556 5.20147
O -2.92654 -3.23224 5.44335
H -3.48655 -1.21273 3.69575
H -2.09203 -0.30878 4.36922
H -3.24161 -0.77003 5.51352
H -2.07865 -2.99801 3.73632
H -0.40766 -1.72535 6.07733
H -0.03760 -1.88442 4.40410
H -0.36993 -3.37687 5.39404
H -2.63734 -4.10603 5.17050
C 3.04375 -0.87428 3.62810
C 4.01297 -1.78047 4.25352
C 5.06288 -2.26248 3.28938
O 4.72156 -1.20741 5.27744
H 3.61585 -0.02454 3.25562
H 2.20832 -0.69255 4.30420
H 2.59295 -1.31521 2.73901
H 3.58154 -2.64961 4.75007
H 5.63505 -2.99838 3.85434
H 5.86644 -1.53378 3.18274
H 4.80363 -2.73493 2.34192
H 5.06104 -0.35143 5.00608
C 4.46440 -0.35346 -2.28673
C 3.86348 0.26150 -0.98379
C 4.57654 0.06040 0.41659
O 3.68869 1.58889 -1.28566
H 5.41621 0.10865 -2.54865
H 3.83200 -0.41962 -3.17205
H 4.66736 -1.39235 -2.02671
H 2.86971 -0.18355 -0.93423
H 4.45545 -0.93366 0.84703
H 4.08545 0.73902 1.11401
H 5.60290 0.42502 0.37478
H 3.03027 1.67732 -1.97867
```

total charge	+1
<S²>	6.01
energy relative to the best compared isomer or geometry (same formula, charge and spin)	89.8	kcal per mole
E_LUMO (alpha / beta)	-5.53 / -6.87	eV
frontier orbital gap (alpha / beta)	5.87 / 4.53	eV
spin multiplicity	5

Löwdin population analysis, charges in e, atoms 1 to 6: 1.404 1.384 -0.531 0.096 0.166 0.119



(6)
# C15H43Br3N6O3P2Zr

A structure of composition C15H43Br3N6O3P2Zr in a non-equilibrium geometry (wB97M-V/def2-TZVPD, the OMol25 dataset).

Geometry as XYZ:
```
73
Properties=species:S:1:pos:R:3
Zr 1.69333 -2.03376 -0.68002
Br 3.71114 -2.16839 -2.38681
Br 2.26316 -4.06591 0.88724
Br -0.08340 -3.23445 -2.29742
C 3.16712 1.81548 1.22548
C 3.39751 0.26528 1.35976
C 3.32867 -0.19367 2.80806
O 2.52107 -0.57625 0.67395
H 2.33560 2.23582 1.79115
H 2.99265 2.13662 0.19858
H 4.01257 2.43859 1.51710
H 4.40277 -0.00048 1.03277
H 4.11393 0.35474 3.32836
H 3.40810 -1.24142 3.09790
H 2.43490 0.16786 3.31655
O -0.13229 -1.75741 0.60802
P -1.14452 -1.62717 1.72599
N -0.56180 -0.83356 3.17448
C -0.74057 0.59722 3.42477
C 0.38829 -1.47966 4.08715
N -1.62567 -3.19165 2.23806
C -1.92598 -4.15476 1.16650
C -2.49927 -3.38964 3.36125
N -2.57578 -0.80890 1.32341
C -3.02143 -0.78974 -0.07122
C -3.61429 -0.38206 2.29848
H 0.25883 1.00693 3.57117
H -1.23571 0.81716 4.37058
H -1.21603 1.16329 2.62377
H -0.11836 -2.16495 4.76669
H 0.95251 -0.83046 4.75670
H 1.09413 -2.12648 3.56608
H -2.28872 -3.51168 0.36465
H -1.00037 -4.59002 0.78981
H -2.79364 -4.78520 1.36096
H -2.27516 -2.67482 4.15302
H -3.54349 -3.30090 3.06155
H -2.28813 -4.34343 3.84478
H -3.13500 0.24657 -0.38945
H -2.31613 -1.23416 -0.77346
H -4.01512 -1.23126 -0.14697
H -3.33264 0.41453 2.98711
H -4.00636 -1.22569 2.86652
H -4.54002 -0.09828 1.79789
O 0.90519 -0.17853 -1.68468
P 0.51404 0.99113 -2.47045
N -0.85634 0.95886 -3.49511
C -2.07840 0.19347 -3.26843
C -1.16248 2.04404 -4.47559
N 1.83421 1.43243 -3.48817
C 3.05149 1.91709 -2.78437
C 2.09730 0.61977 -4.73852
N 0.30495 2.43852 -1.50914
C 0.22098 3.79130 -2.01794
C -0.29746 2.39678 -0.12221
H -2.83021 0.16117 -4.05700
H -2.63305 0.58049 -2.41364
H -1.85018 -0.84196 -3.01564
H -0.27734 2.67606 -4.54760
H -2.04003 2.61886 -4.17966
H -1.21558 1.64596 -5.48891
H 3.54518 1.08377 -2.28443
H 3.78139 2.33909 -3.47520
H 2.76973 2.62596 -2.00577
H 2.95448 1.06367 -5.24479
H 2.23146 -0.45430 -4.61024
H 1.30341 0.70268 -5.48078
H -0.82955 4.08176 -2.02846
H 0.83910 4.48000 -1.44198
H 0.57444 3.89229 -3.04409
H 0.10145 3.18706 0.51375
H -0.02678 1.40451 0.23866
H -1.37805 2.53454 -0.16030
```

total charge	+1
<S²>	0.76
E_LUMO (alpha / beta)	-3.00 / -7.10	eV
frontier orbital gap (alpha / beta)	8.29 / 4.19	eV
spin multiplicity	2

Löwdin population analysis, charges in e, atoms 1 to 6: 0.842 0.008 0.011 -0.004 -0.002 -0.404